*w*
Molecular formula: F2H2O2Si
Method: DFT, ωB97M-V/def2-TZVPD

```
! RIJCOSX wB97M-V def2-TZVPD def2/J DEFGRID3
* xyz 0 1
O 1.569 -1.257 -0.169
O -1.629 -0.020 0.215
F 0.481 1.327 1.237
F -0.133 1.504 -1.302
Si -0.179 0.600 -0.038
H 1.601 -1.711 -0.984
H -1.710 -0.443 1.040
*
```

## Properties
**Lowest unoccupied orbital energy**: -0.705 eV
**HOMO-LUMO gap**: 9.295 eV

---

*x*
Molecular formula: F2H2O2Si
Method: DFT, ωB97M-V/def2-TZVPD

```
! RIJCOSX wB97M-V def2-TZVPD def2/J DEFGRID3
* xyz 0 1
O 0.607 1.132 -1.138
Si 0.987 0.110 0.066
O -0.054 -0.323 1.142
F 1.388 -1.537 -0.758
F 2.348 0.665 0.635
H 0.100 0.702 -1.823
H 0.162 -1.177 1.514
*
```

## Properties
**Lowest unoccupied orbital energy**: 0.188 eV
**HOMO-LUMO gap**: 13.203 eV

---

*x* ends up most stable, edging out the next structure by 3.089 eV.

---

*w*
Molecular formula: CH4S3
Method: DFT, ωB97M-V/def2-TZVPD

```
! RIJCOSX wB97M-V def2-TZVPD def2/J DEFGRID3
* xyz 0 1
C 0.172 0.072 0.006
S 0.506 0.553 1.630
S 1.442 -0.276 -1.235
S -1.181 1.109 -0.665
H -1.215 -1.684 0.316
H 1.716 0.300 1.755
H 0.639 -0.817 -2.032
H -2.079 0.741 0.225
*
```

## Properties
**Lowest unoccupied orbital energy (alpha / beta)**: -0.597 / -0.595 eV
**HOMO-LUMO gap (alpha / beta)**: 7.172 / 8.794 eV

---

*x*
Molecular formula: CH4S3
Method: DFT, ωB97M-V/def2-TZVPD

```
! RIJCOSX wB97M-V def2-TZVPD def2/J DEFGRID3
* xyz 0 1
C -0.098 -0.004 0.085
S -0.017 -1.591 0.893
S 0.373 1.345 1.039
S -1.476 0.295 -0.918
H 1.724 0.217 -1.695
H 1.089 -1.428 1.423
H 0.133 2.321 0.158
H -1.728 -1.155 -0.985
*
```

## Properties
**Lowest unoccupied orbital energy (alpha / beta)**: -0.230 / -0.456 eV
**HOMO-LUMO gap (alpha / beta)**: 9.315 / 6.742 eV

---

*w* ends up most stable, edging out the next structure by 0.155 eV.

---

*w*
Molecular formula: C5H5BrOS
Method: DFT, ωB97M-V/def2-TZVPD

```
! RIJCOSX wB97M-V def2-TZVPD def2/J DEFGRID3
* xyz 0 1
C -1.228 -0.185 0.251
C -0.309 0.689 -0.061
C -0.035 2.074 -0.001
C -0.776 -1.604 0.399
C 1.297 -0.446 -0.721
O 0.587 2.729 -0.781
S 0.387 -1.927 -0.962
Br 2.747 -0.300 0.532
H -2.159 0.278 0.512
H -0.493 2.661 0.888
H -0.212 -1.744 1.262
H -1.506 -2.322 0.348
H 1.700 0.098 -1.666
*
```

## Properties
**Lowest unoccupied orbital energy**: -0.583 eV
**HOMO-LUMO gap**: 8.663 eV

---

*x*
Molecular formula: C5H5BrOS
Method: DFT, ωB97M-V/def2-TZVPD

```
! RIJCOSX wB97M-V def2-TZVPD def2/J DEFGRID3
* xyz 0 1
C 1.844 1.337 0.201
C 0.964 2.291 -0.222
C 1.221 0.111 -0.035
C 0.189 0.412 -0.838
C -1.912 -1.843 0.313
O -0.007 1.719 -0.993
S -2.002 -1.299 -1.397
Br 1.911 -1.621 0.380
H 2.637 1.256 0.984
H 0.909 3.387 -0.102
H -2.781 -2.463 0.506
H -2.115 -0.925 0.876
H -0.859 -2.361 0.326
*
```

## Properties
**Lowest unoccupied orbital energy (alpha / beta)**: -1.357 / -1.614 eV
**HOMO-LUMO gap (alpha / beta)**: 7.608 / 7.241 eV

---

*w* ends up most stable, edging out the next structure by 1.973 eV.